Entry from OMol25: the molecule C6H10N2O2S2 at a distorted geometry (ωB97M-V/def2-TZVPD).

- DFT total energy (Ha) = -1290.777991
- multiplicity = 3
- expectation value of S² = 2.02
- charge = 0
- ΔE to the lowest compared entry with this formula, charge and spin (kcal per mole) = 0.0

Geometry (Å):
1 C -0.8948 -1.4167 1.2544
2 C -0.6135 -0.2041 0.6191
3 C 0.6468 0.0807 0.1796
4 C 2.7206 1.8477 -0.1483
5 C 1.3440 -2.6070 -0.6474
6 C -1.8598 0.6237 0.3348
7 N -1.2120 -2.3674 1.8430
8 N -1.5123 1.5774 -1.1863
9 O -2.1208 1.5726 1.3171
10 O -3.0529 -0.1187 0.1259
11 S 0.9319 1.6821 -0.3681
12 S 2.0067 -1.0874 0.2851
13 H 3.3034 1.3068 -0.8879
14 H 3.0510 1.2996 0.7020
15 H 2.9741 2.8409 0.2693
16 H 0.7792 -3.1573 0.0242
17 H 2.2803 -3.1951 -0.6812
18 H 1.2016 -2.3038 -1.6822
19 H -1.4579 0.7936 -1.7812
20 H -2.5135 1.9033 -1.4270
21 H -3.0362 1.9362 1.2669
22 H -2.9659 -1.0070 0.5882


Entry from OMol25: a cluster of 2 separate species, CH3NO3 in total at a distorted geometry (ωB97M-V/def2-TZVPD).

- SMILES string = [O-][N+]1=CO1.O
- DFT total energy (Ha) = -320.075931
- charge = 0
- ΔE to the lowest compared entry with this formula, charge and spin (kcal per mole) = 167.3

Geometry (Å):
1 C -0.4640 -0.8448 0.1941
2 N -1.2426 -0.0177 -0.3789
3 O -1.8393 -1.1689 0.2064
4 O -1.5872 0.8132 -1.1313
5 O 1.7595 0.6587 -0.5547
6 H 0.0151 -0.9371 1.2779
7 H 0.9544 0.9823 0.2695
8 H 2.4041 0.5143 0.1170


Entry from OMol25: a cluster of 2 separate species, C3H10N2O2 in total at a distorted geometry (ωB97M-V/def2-TZVPD).

- DFT total energy (Ha) = -380.051792
- charge = 0
- ΔE to the lowest compared entry with this formula, charge and spin (kcal per mole) = 178.8

Geometry (Å):
1 N 2.7417 -0.4305 -0.1321
2 C 1.4324 -0.3395 -0.4274
3 C 0.5188 0.1960 0.6333
4 N -0.6508 0.8140 0.2459
5 C -0.9523 0.8384 -1.1657
6 O 0.3536 -0.8681 1.5567
7 H 3.0183 0.4301 0.3902
8 H 2.7821 -1.2328 0.5412
9 H 1.1060 0.9191 1.2236
10 H 1.1932 -1.3047 -0.8891
11 H -1.5172 0.6381 0.7651
12 H -0.3510 1.5950 -1.6955
13 H -2.0217 1.0258 -1.2836
14 H -0.7657 -0.1334 -1.6515
15 H -0.1033 -1.5879 1.0730
16 H -3.8275 -0.2821 0.6179
17 O -2.9565 -0.2774 0.1979


Entry from OMol25: a cluster of 10 separate species, H20O10 in total at a distorted geometry (ωB97M-V/def2-TZVPD).

- DFT total energy (Ha) = -764.005790
- multiplicity = 2
- expectation value of S² = 0.76
- charge = +1
- ΔE to the lowest compared entry with this formula, charge and spin (kcal per mole) = 9.5

Geometry (Å):
1 O -1.2717 0.0951 3.3238
2 H -0.8517 0.9538 3.2742
3 H -0.7234 -0.4719 2.7814
4 O 0.2494 2.2861 2.6516
5 H -0.1748 2.1534 1.8039
6 H 0.0527 3.1950 2.8787
7 O 2.9004 -0.0678 -1.3854
8 H 2.2065 -0.5602 -1.8238
9 H 3.4728 -0.7390 -1.0136
10 O -0.6393 0.7122 -3.0805
11 H -0.1135 -0.0850 -3.0149
12 H -0.3289 1.1393 -3.8789
13 O 0.8683 -1.7962 -2.4907
14 H 1.4417 -2.5624 -2.4731
15 H 0.1978 -1.9831 -1.8336
16 O -1.1560 -2.8705 1.9397
17 H -1.7298 -2.5743 1.2332
18 H -1.7443 -3.0212 2.6796
19 O -2.4076 -1.7555 -0.3125
20 H -3.1860 -1.2058 -0.4025
21 H -2.5947 -2.5261 -0.8486
22 O -0.4201 0.6505 0.1899
23 H -1.0705 -0.0516 0.1729
24 H 0.0838 0.5304 -0.6150
25 O 1.7191 -0.0441 2.3455
26 H 1.2219 0.7733 2.3148
27 H 2.6198 0.2292 2.5194
28 O 0.3618 3.4984 -2.0811
29 H -0.0666 2.6449 -2.1456
30 H 1.0828 3.4531 -2.7091


Entry from OMol25: the molecule C24H33N3O5S at a distorted geometry (ωB97M-V/def2-TZVPD).

- SMILES string = COc1ccc(/C=C\c2onc(C)c2S(=O)(=O)N2CCC(C(=O)NCCC(C)C)CC2)cc1
- DFT total energy (Ha) = -1872.946794
- charge = 0
- ΔE to the lowest compared entry with this formula, charge and spin (kcal per mole) = 80.3

Geometry (Å):
1 C -1.5073 -4.2140 -1.3403
2 H -2.0188 -3.2489 -1.2741
3 O -0.1054 -4.0539 -1.3735
4 C 0.5009 -3.4135 -0.3445
5 C -0.1351 -2.9974 0.8223
6 C 0.5788 -2.3220 1.7927
7 C 1.9255 -2.0082 1.6207
8 C 2.5611 -2.4541 0.4590
9 C 1.8671 -3.1562 -0.4993
10 H 2.3555 -3.5132 -1.3924
11 H 3.6180 -2.2757 0.3276
12 C 2.6381 -1.3045 2.6714
13 C 3.6863 -0.4881 2.5350
14 C 4.2401 0.0334 1.2995
15 C 3.7079 0.8077 0.2919
16 C 4.8311 1.1467 -0.5166
17 N 5.9079 0.5888 -0.0370
18 O 5.5595 -0.0900 1.0842
19 C 4.8430 2.0181 -1.7117
20 H 4.3313 1.5325 -2.5397
21 H 5.8703 2.2306 -1.9933
22 H 4.3133 2.9404 -1.4841
23 S 2.1069 1.5334 0.1528
24 O 2.2274 2.9172 0.5030
25 O 1.1576 0.7551 0.9110
26 N 1.8501 1.4846 -1.5055
27 C 0.7998 2.3907 -1.9334
28 C -0.5662 1.9175 -1.4423
29 H -1.3488 2.5690 -1.8358
30 H -0.5663 2.0038 -0.3550
31 C -0.8469 0.4690 -1.8715
32 C -2.0351 -0.0970 -1.0884
33 O -3.0370 -0.5196 -1.6346
34 N -1.8536 -0.1195 0.2443
35 H -0.9923 0.2301 0.6438
36 C -2.8953 -0.4987 1.1687
37 H -3.7008 -0.9394 0.5786
38 C -3.4056 0.6974 1.9757
39 H -2.5760 1.0950 2.5665
40 H -4.1711 0.3419 2.6688
41 C -3.9860 1.8271 1.1171
42 C -5.1936 1.3625 0.3065
43 H -5.6515 2.2097 -0.1991
44 H -5.9390 0.9092 0.9571
45 H -4.9003 0.6412 -0.4512
46 C -4.3706 3.0010 2.0161
47 H -5.1482 2.7024 2.7163
48 H -4.7467 3.8299 1.4211
49 H -3.5117 3.3507 2.5848
50 H -3.2117 2.1651 0.4196
51 H -2.5045 -1.2544 1.8582
52 H -1.1205 0.4649 -2.9320
53 C 0.3496 -0.4689 -1.6556
54 C 1.6795 0.1592 -2.0603
55 H 1.7578 0.2498 -3.1486
56 H 2.5032 -0.4619 -1.6992
57 H 0.1942 -1.3866 -2.2245
58 H 0.4215 -0.7276 -0.6015
59 H 1.0372 3.3697 -1.5151
60 H 0.8334 2.4467 -3.0254
61 H 4.2027 -0.1286 3.4159
62 H 2.2831 -1.4994 3.6755
63 H 0.0766 -2.0025 2.6939
64 H -1.1828 -3.1984 0.9779
65 H -1.7681 -4.6948 -2.2814
66 H -1.8191 -4.8556 -0.5108


Entry from OMol25: the molecule C2H2Cl3NO at a distorted geometry (ωB97M-V/def2-TZVPD).

- SMILES string = O=NCC(Cl)(Cl)Cl
- DFT total energy (Ha) = -1587.856700
- charge = 0
- ΔE to the lowest compared entry with this formula, charge and spin (kcal per mole) = 73.3

Geometry (Å):
1 C 0.2573 -0.7446 0.1327
2 C 0.0903 0.6840 0.5536
3 N -0.0391 -0.8128 -1.6316
4 O -1.1106 -0.6161 -2.0544
5 Cl -0.1797 0.8086 2.2642
6 Cl -1.3762 1.4716 -0.1794
7 Cl 1.5187 1.5873 0.1160
8 H 1.3302 -1.0276 0.3190
9 H -0.4909 -1.3504 0.4799


- Which value of DFT total energy does entry 5 give?
  -1872.946794 Ha